97
Properties=species:S:1:pos:R:3:forces:R:3:lowdin_charge:R:1 method="wB97M-V/def2-TZVPD" gap_ha=0.350 homo_ev=-9.074 lumo_ev=0.443 e_tot_ha=-2944.3392 smiles="CCN[C@]1(S(=O)(=O)C(F)(F)C(F)(F)F)OC(=O)O[C@H]1CCCCCOCC.CN(C)C=O.CN(C)C=O.CN(C)C=O.CN(C)C=O"
C 2.377356 -7.368925 5.212910 -0.12 0.71 -0.37 -0.070
C 1.380585 -6.737908 4.245168 0.36 -0.68 0.89 -0.228
N 0.261776 -6.190090 5.030354 -0.13 0.85 -0.48 0.039
C -0.674859 -5.401130 4.287235 -0.62 -1.96 -0.53 -0.400
S -1.993136 -4.837806 5.432108 -0.65 2.49 -0.69 0.821
O -3.137310 -4.482857 4.646643 -0.12 -0.85 -0.14 -0.235
O -1.490475 -3.790151 6.268554 0.52 -0.70 0.53 -0.249
C -2.560703 -6.305177 6.446711 0.07 -0.40 -0.07 -0.449
F -3.730648 -5.927314 6.969087 0.33 0.14 -0.10 0.144
F -2.774932 -7.327043 5.597534 0.07 0.14 0.22 0.135
C -1.607577 -6.777841 7.599236 -0.36 0.00 0.62 -0.546
F -0.757165 -5.822488 7.969339 -0.27 -0.49 -0.09 0.173
F -2.365433 -7.116488 8.657894 0.48 0.06 -0.42 0.171
F -0.923509 -7.863470 7.210983 -0.04 0.28 0.15 0.158
O -1.398705 -6.288253 3.391305 -0.48 -0.19 -0.30 0.075
C -1.026697 -6.089558 2.108711 -0.32 -0.77 -1.57 -0.503
O -1.408037 -6.728290 1.149756 0.88 1.35 2.08 0.163
O -0.112095 -5.078937 2.082424 -0.57 -0.58 -0.87 0.090
C -0.137483 -4.366253 3.285806 0.96 0.97 1.76 -0.229
C -0.772972 -2.971469 3.207088 -0.43 -0.04 -0.24 -0.115
C -1.581852 -2.739055 1.937775 0.36 -0.61 -0.25 -0.151
C -0.780948 -2.478512 0.644168 -0.27 0.30 0.40 -0.169
C 0.712363 -2.267920 0.798624 0.08 0.33 -0.73 -0.176
C 1.428098 -2.388025 -0.538400 -0.38 -0.30 0.55 -0.242
O 0.737938 -1.684221 -1.541554 0.25 0.13 -0.03 -0.141
C 1.566202 -1.381836 -2.654725 -0.19 -0.09 -0.18 -0.275
C 0.795247 -1.525310 -3.942708 0.52 -0.16 0.32 -0.071
H 3.206166 -7.769819 4.644509 0.16 -0.36 -0.01 0.075
H 1.908742 -8.125017 5.826099 -0.02 -0.32 0.13 0.071
H 2.763786 -6.583291 5.847945 0.13 0.08 0.35 0.076
H 1.032985 -7.526524 3.585623 -0.15 0.08 -0.54 0.127
H 1.903456 -5.971660 3.695983 -0.13 0.29 -0.30 0.115
H -0.266381 -7.002131 5.327034 0.09 -0.10 0.31 0.098
H 0.884603 -4.194408 3.605743 0.32 -0.14 -0.17 0.151
H -1.432544 -2.791237 4.040746 -0.11 -0.09 0.29 0.087
H 0.022742 -2.251846 3.326638 0.21 0.29 -0.15 0.119
H -2.280496 -1.941027 2.120015 -0.11 0.33 0.08 0.085
H -2.169475 -3.638540 1.780058 -0.37 -0.10 -0.01 0.111
H -1.169440 -1.567139 0.209738 -0.11 0.21 -0.22 0.101
H -0.985364 -3.247870 -0.089304 0.09 -0.39 -0.09 0.115
H 1.194484 -2.984528 1.454248 0.03 -0.15 0.26 0.101
H 0.905449 -1.265068 1.166776 -0.02 0.18 0.38 0.121
H 2.443481 -2.023979 -0.406949 0.33 0.15 -0.18 0.118
H 1.471644 -3.450449 -0.787661 0.12 -0.21 -0.28 0.128
H 2.410394 -2.065317 -2.701365 0.25 -0.18 0.17 0.113
H 1.964824 -0.375007 -2.551267 0.06 0.25 0.06 0.100
H 0.594328 -2.576178 -4.104333 -0.38 -0.25 -0.04 0.073
H 1.442297 -1.197076 -4.746059 -0.11 0.32 -0.30 0.065
H -0.115638 -0.948217 -3.900510 -0.26 0.15 -0.21 0.075
C 3.033017 4.679758 -4.228749 0.08 -0.28 0.08 -0.048
N 2.733851 3.257717 -4.185121 0.04 0.19 0.08 -0.186
C 3.306319 2.441307 -3.129885 -0.12 -0.06 -0.14 -0.040
C 1.940899 2.672236 -5.094290 -0.15 0.02 -0.22 -0.344
O 1.652623 1.488159 -5.113766 0.02 -0.08 0.09 0.004
H 4.106923 4.833516 -4.327804 -0.01 0.14 0.01 0.083
H 2.689628 5.156802 -3.307399 0.01 0.08 -0.03 0.082
H 2.529683 5.143429 -5.075065 -0.03 -0.02 -0.01 0.086
H 3.918978 1.647657 -3.559528 0.01 -0.03 0.06 0.094
H 2.512486 1.977247 -2.542764 0.04 -0.02 0.04 0.082
H 3.920153 3.062675 -2.483231 0.01 0.05 -0.02 0.083
H 1.560335 3.380691 -5.847456 0.04 0.04 0.01 0.116
C -2.460425 3.219815 -6.641357 -0.02 0.20 0.13 -0.053
N -1.672345 4.421964 -6.448148 -0.18 -0.10 0.02 -0.196
C -2.145650 5.444067 -5.530688 0.16 0.01 -0.09 -0.041
C -0.510212 4.624292 -7.090334 0.16 -0.11 -0.13 -0.377
O 0.194718 5.606952 -6.957850 0.02 0.09 0.11 0.002
H -3.449602 3.477327 -7.025358 -0.02 -0.08 -0.01 0.088
H -2.573962 2.689490 -5.694331 -0.02 -0.07 -0.04 0.091
H -1.967042 2.561990 -7.352513 0.04 0.00 0.00 0.085
H -2.282609 6.387528 -6.059673 -0.01 0.03 0.05 0.092
H -1.413685 5.602717 -4.737955 -0.03 0.04 0.03 0.090
H -3.090540 5.131397 -5.094781 -0.02 -0.05 -0.01 0.084
H -0.236528 3.791912 -7.760461 -0.03 -0.01 -0.01 0.136
C -5.420473 1.927691 1.547505 0.08 -0.03 0.23 -0.060
N -4.256205 1.413159 2.240094 -0.19 0.10 -0.01 -0.198
C -4.213075 1.460533 3.692865 0.13 -0.08 -0.10 -0.037
C -3.206822 0.888008 1.584406 0.05 -0.04 -0.16 -0.348
O -2.211943 0.443224 2.121992 0.09 0.02 0.09 0.011
H -5.558410 2.985890 1.778572 -0.07 0.01 -0.06 0.088
H -6.313271 1.379592 1.854415 -0.05 0.04 -0.06 0.090
H -5.293328 1.816853 0.473105 0.03 -0.02 -0.02 0.082
H -3.356794 2.049441 4.022139 -0.01 -0.01 0.06 0.092
H -4.107892 0.453552 4.096995 0.00 0.02 0.06 0.093
H -5.128623 1.908637 4.069113 -0.04 0.01 -0.03 0.085
H -3.332141 0.892365 0.488126 -0.01 0.01 0.00 0.137
C 3.181012 8.340290 -0.837751 0.01 0.14 -0.21 -0.059
N 3.776138 8.300335 -2.158494 -0.12 0.09 0.14 -0.197
C 3.575697 9.419924 -3.064772 0.09 -0.14 -0.05 -0.037
C 4.512421 7.257972 -2.581433 0.10 -0.15 0.09 -0.377
O 5.032225 7.174343 -3.675288 0.02 0.05 -0.11 0.012
H 2.095118 8.421979 -0.916908 -0.01 -0.01 0.08 0.089
H 3.560174 9.198760 -0.280021 -0.04 -0.02 0.07 0.089
H 3.425423 7.432003 -0.291511 0.02 -0.03 -0.02 0.082
H 3.080957 9.080096 -3.974819 0.00 0.05 -0.03 0.094
H 4.536960 9.852397 -3.342377 -0.02 0.04 -0.04 0.093
H 2.964039 10.175338 -2.579143 -0.02 -0.01 0.05 0.085
H 4.606728 6.459626 -1.824035 -0.02 0.02 0.03 0.133